No. 1
This record from OMol25 describes a structure of composition C18H32N2O8Ti in a non-equilibrium geometry. The level of theory is ωB97M-V with the def2-TZVPD basis set.

Geometry as XYZ:
```
61
Properties=species:S:1:pos:R:3:mulliken_spin:R:1
Ti -0.5413 -0.8509 0.1645 2.685
C -0.2173 -4.9995 2.0663 -0.003
C 0.1679 -4.2733 0.7817 -0.021
O -0.4056 -3.2305 0.4898 0.035
N 1.2370 -4.7403 0.1204 0.005
C 1.7451 -4.0476 -1.0459 0.012
H -0.9296 -4.3281 2.5390 0.004
H 0.6676 -4.9618 2.7113 -0.001
H -0.5075 -6.0456 2.0290 0.000
H 1.7724 -5.4823 0.5334 0.000
H 2.2029 -3.0998 -0.7285 0.033
H 0.9429 -3.7516 -1.7153 -0.010
H 2.6179 -4.5478 -1.4598 0.001
C 3.2307 0.0374 0.0571 0.095
C 2.3370 0.7080 1.1253 0.055
O 1.1708 0.3339 1.2033 -0.045
N 2.9255 1.4983 2.0274 0.014
C 2.1112 2.4224 2.8639 -0.003
H 3.4382 -0.9997 0.3067 -0.012
H 4.1807 0.5658 -0.0585 0.002
H 2.7401 0.1530 -0.9089 -0.010
H 3.9060 1.7123 2.0578 -0.002
H 2.2685 3.4733 2.6306 0.001
H 2.5596 2.1920 3.8332 0.002
H 1.0664 2.1380 2.8300 0.001
O 0.0345 -1.1988 -2.0319 -0.022
C 0.2473 -1.1145 -3.2201 0.068
O -0.2503 -0.0808 -3.9261 0.014
C 0.0877 -0.2401 -5.2775 0.002
C 1.2293 -1.2351 -5.3917 0.004
C 0.8509 -2.1105 -4.1936 0.004
H 0.2575 0.7336 -5.7471 0.000
H -0.7637 -0.5564 -5.8964 0.001
H 2.1964 -0.7328 -5.2997 -0.001
H 1.3399 -1.7670 -6.3339 0.000
H 1.6867 -2.6039 -3.7033 0.000
H 0.0493 -2.7603 -4.5522 0.004
O -1.7622 0.8990 -0.9979 0.015
C -1.1506 1.9433 -1.0573 -0.014
O 0.1732 1.9754 -1.2257 0.000
C 0.6152 3.3550 -1.2639 0.004
C -0.4520 4.0297 -0.4121 -0.004
C -1.7058 3.3451 -0.9682 0.009
H 0.7457 3.8339 -2.2325 0.001
H 1.5550 3.3675 -0.7122 0.000
H -0.5904 5.1107 -0.4426 0.000
H -0.3529 3.7766 0.6462 0.000
H -1.8519 3.7744 -1.9614 0.000
H -2.5516 3.5184 -0.3116 0.000
O -1.9720 -0.4727 2.0993 0.022
C -2.6215 0.3926 2.6365 0.033
O -2.6028 1.6609 2.2559 0.013
C -3.4653 2.4682 3.0586 0.002
C -3.6599 1.6357 4.3473 0.000
C -3.5111 0.2155 3.8591 0.002
H -4.4196 2.6279 2.5570 0.001
H -3.0540 3.4274 3.3666 0.000
H -4.6493 1.9041 4.7090 0.000
H -2.7981 1.6823 5.0148 0.000
H -4.4706 -0.2155 3.5549 0.002
H -3.0998 -0.4643 4.6001 0.001
```

Values from the calculation:
E: -2265.7822 hartree
F_max: 3.01 eV/A
HOMO (alpha / beta): -6.1903 / -12.2069 eV
Spin multiplicity: 4
Net charge: +1

---

No. 2
This record from OMol25 describes a cluster of 2 separate species, C18H32N7O6S in total in a non-equilibrium geometry. The level of theory is ωB97M-V with the def2-TZVPD basis set.

Geometry as XYZ:
```
64
Properties=species:S:1:pos:R:3:mulliken_charge:R:1
O 1.3912 1.3434 0.5921 -0.836
O -0.9311 -3.2095 -0.5536 -0.838
O 1.6850 5.6728 3.4589 -0.639
O -0.0746 -7.8165 -0.6494 -0.614
O 0.6961 -5.7609 0.4870 -0.610
O 1.2928 -2.7834 -0.3747 -0.530
C 1.4088 2.4457 1.1217 0.402
C 0.2155 -3.3508 -0.9692 0.375
C 0.7878 4.9407 3.0785 -0.096
C -2.0000 -0.3902 0.9450 0.773
C 1.0027 0.3481 -4.3560 -0.473
C -0.0883 0.1340 -3.5091 -0.684
C 1.6783 -0.7426 -4.9107 -0.623
C -0.5043 -1.1706 -3.2223 -0.040
C 1.2715 -2.0469 -4.6105 -0.422
C 0.1799 -2.2738 -3.7601 0.367
N -0.7949 -0.4135 0.4504 0.324
N -0.2717 5.4020 2.4035 -0.021
N -2.5041 0.6247 1.6272 -0.161
N 1.4883 2.5150 2.4534 0.034
N 2.0732 -6.8041 -1.3418 -0.541
N -0.0414 -5.6481 -2.0273 -0.368
N -2.7255 -1.4497 0.7409 -0.264
C 1.2558 3.6771 0.2551 -1.034
C -0.4489 6.8005 2.0081 -1.031
C -0.2587 -3.6863 -3.4451 -1.453
C -1.8107 1.8483 2.0671 -0.723
C 0.4526 -4.2571 -2.2048 0.222
C -1.0897 1.6101 3.4022 -0.311
C -0.4585 2.8701 4.0271 -1.031
C 0.8487 3.4433 3.4155 0.329
S 0.5890 -6.5294 -0.7472 1.069
H 1.0658 -2.5833 0.5457 0.431
H 1.3230 1.3591 -4.5922 0.396
H -0.6197 0.9836 -3.0913 0.389
H 2.5238 -0.5780 -5.5733 0.385
H -1.3722 -1.3230 -2.5891 0.461
H 1.8095 -2.8834 -5.0487 0.410
H -0.1471 0.3617 0.5609 0.109
H -0.5198 -1.1908 -0.1259 -0.110
H -0.9915 4.7476 2.1571 0.198
H -3.4616 0.5272 1.9207 0.243
H 1.8483 1.6648 2.8634 0.337
H 2.6265 -7.0859 -0.5452 0.297
H 1.9535 -7.5803 -1.9772 0.283
H -1.0441 -5.6664 -1.8918 0.388
H -3.6552 -1.5281 1.1081 0.172
H -2.3005 -2.2434 0.2719 0.311
H 1.9034 4.4721 0.6247 0.420
H 0.2193 3.9998 0.2329 0.176
H 1.5689 3.4296 -0.7589 0.414
H 0.5110 7.2295 1.7091 0.343
H -0.8330 7.3791 2.8507 0.321
H -1.1439 6.8775 1.1705 0.375
H -0.0449 -4.3308 -4.3045 0.586
H -1.3426 -3.7055 -3.2927 0.351
H -2.5502 2.6391 2.2085 0.363
H -1.1117 2.1786 1.3028 0.099
H 1.5331 -4.2743 -2.3943 0.515
H -0.3348 0.8315 3.2845 0.240
H -1.8272 1.2321 4.1124 0.468
H -1.2240 3.6446 4.0914 0.490
H -0.2243 2.6096 5.0613 0.302
H 1.5476 3.4635 4.2563 0.285
```

Values from the calculation:
E: -1937.8826 hartree
F_max: 2.21 eV/A
HOMO: -11.6777 eV
Net charge: +1

---

No. 3
This record from OMol25 describes a cluster of 2 separate species, C18H32NO6 in total in a non-equilibrium geometry. The level of theory is ωB97M-V with the def2-TZVPD basis set.

Geometry as XYZ:
```
57
Properties=species:S:1:pos:R:3:mulliken_spin:R:1
C -3.5117 -1.6596 -4.5811 0.000
C -2.2184 -0.8430 -5.1801 0.000
O -1.1522 -1.7402 -5.7321 0.000
C -0.5045 -2.3227 -4.5461 0.000
O -0.7347 -3.6292 -4.2369 0.000
C 0.4762 -1.4671 -3.4953 -0.002
C 1.8015 -2.3743 -3.1670 0.000
C 2.6841 -1.8729 -1.8763 0.009
C 1.7740 -1.3696 -0.6094 -0.004
C 1.5878 0.2858 -0.5448 0.024
C 0.8062 0.7443 0.8208 -0.002
C -0.5143 1.6333 0.3066 -0.005
C 1.7254 1.8265 1.6904 0.016
N 0.2388 -0.3812 1.6519 0.356
O -0.8877 -0.9042 1.1395 0.588
C 1.2616 -1.4228 2.0344 0.005
C 2.1067 -1.1035 3.4052 0.005
C 0.3950 -2.8242 2.3227 -0.002
C 2.3494 -1.8051 0.8706 0.026
H -4.2918 -1.9299 -5.4428 0.000
H -3.2402 -2.6289 -3.9708 0.000
H -4.0857 -0.9336 -3.8519 0.000
H -2.6230 -0.2077 -6.1013 0.000
H -1.7538 -0.0587 -4.4351 0.000
H 0.7487 -0.4123 -3.9806 0.000
H -0.2038 -1.2248 -2.5716 0.003
H 2.5139 -2.2779 -4.1182 0.000
H 1.5720 -3.5152 -2.9998 0.000
H 3.2921 -2.8287 -1.5023 0.001
H 3.5215 -1.0734 -2.1628 0.000
H 0.7016 -1.8849 -0.7020 -0.009
H 2.7007 0.7067 -0.4474 0.000
H 1.1638 0.7424 -1.5378 -0.001
H -0.8825 1.0646 -0.6764 0.001
H -1.3701 1.6639 1.1113 0.003
H -0.1400 2.6826 -0.0518 0.000
H 1.8379 2.7772 0.9815 -0.001
H 2.7503 1.3506 1.9944 0.002
H 1.0881 2.1868 2.6299 -0.010
H 3.2813 -1.1870 3.2105 -0.001
H 1.8192 -0.0588 3.8792 -0.005
H 1.8727 -1.9844 4.1761 0.001
H 1.1226 -3.5887 2.8545 -0.001
H 0.0529 -3.3467 1.3054 0.004
H -0.4996 -2.6418 3.0631 -0.002
H 3.3551 -1.1834 1.0222 0.002
H 2.5597 -2.9585 0.8955 -0.001
C -3.2753 4.0087 3.3636 0.000
C -2.8029 4.8474 4.5065 0.000
O -1.3980 4.6821 4.4727 0.000
C -1.0708 4.3267 3.1959 0.001
O 0.0699 4.2683 2.7681 0.000
O -2.1862 4.0464 2.4605 0.000
H -4.1792 4.4106 2.8978 0.000
H -3.4570 2.9689 3.6549 0.000
H -3.0375 5.9086 4.3714 0.000
H -3.2099 4.5126 5.4645 0.000
```

Values from the calculation:
E: -1210.9045 hartree
F_max: 8.94 eV/A
HOMO (alpha / beta): -8.6679 / -9.5517 eV
Spin multiplicity: 2

---

- The highest E belongs to which entry?
  C18H32NO6